No. 1
74
Properties=species:S:1:pos:R:3:mulliken_charge:R:1 method="wB97M-V/def2-TZVPD" smiles="C[N+](=O)[O-].C[N+](=O)[O-].O=S1(=O)CCCC1.O=S1(=O)CCCC1.O=S1(=O)CCCC1.O=S1(=O)CCCC1" e_lumo_ha=0.0055
C 10.49952 -16.19346 -15.31651 -0.676
N 11.21893 -17.29356 -16.06996 0.895
O 11.25308 -17.17924 -17.27351 -0.542
O 11.73210 -18.16153 -15.48614 -0.540
H 9.51477 -16.06856 -15.76682 0.264
H 11.21370 -15.37592 -15.21817 0.274
H 10.37963 -16.72035 -14.36987 0.325
C 12.47924 -10.40798 -12.88881 -0.780
N 11.86061 -10.69911 -11.62346 0.916
O 11.41065 -11.80984 -11.38560 -0.556
O 11.98582 -9.86608 -10.81693 -0.494
H 13.33864 -9.73757 -12.87959 0.316
H 11.67540 -9.79666 -13.29896 0.309
H 12.83086 -11.34444 -13.32184 0.288
C 15.79499 -10.74637 -7.44409 -0.660
C 17.02064 -11.51955 -6.95133 -0.578
C 17.79547 -11.92809 -8.21625 -0.661
S 17.51691 -10.58399 -9.47006 1.071
O 16.82765 -11.18554 -10.63188 -0.634
O 18.67271 -9.73578 -9.57168 -0.637
C 16.28577 -9.74538 -8.44393 -0.741
H 15.19727 -10.39384 -6.60352 0.368
H 15.04473 -11.37202 -7.92758 0.309
H 16.64665 -12.42761 -6.47841 0.296
H 17.49751 -10.92892 -6.16912 0.311
H 17.45124 -12.84711 -8.69062 0.377
H 18.83978 -12.12172 -7.97127 0.361
H 15.53873 -9.17359 -8.99446 0.490
H 16.89311 -8.95086 -8.01036 0.326
C 6.73510 -9.66753 -9.16390 -0.549
C 6.25000 -8.69213 -10.32214 -0.735
C 5.67097 -7.42129 -9.75951 -0.660
S 4.84401 -8.00021 -8.18161 1.135
O 3.44193 -8.11166 -8.26084 -0.636
O 5.41045 -7.37313 -6.99697 -0.655
C 5.60084 -9.66576 -8.15031 -0.684
H 7.61736 -9.20900 -8.71728 0.299
H 6.93809 -10.66696 -9.54866 0.317
H 5.37298 -9.08742 -10.83466 0.314
H 7.05379 -8.50690 -11.03467 0.367
H 4.79978 -6.93592 -10.19944 0.434
H 6.50132 -6.87800 -9.30845 0.320
H 4.78466 -10.25595 -8.56699 0.373
H 5.97893 -9.93146 -7.16311 0.362
C 11.69801 -11.15166 -22.21283 -0.556
C 11.75658 -12.63340 -22.39340 -0.668
C 12.26588 -13.24890 -21.01394 -0.747
S 11.36316 -12.26258 -19.71833 0.998
O 12.28420 -11.93170 -18.60122 -0.629
O 10.10098 -12.92125 -19.47344 -0.601
C 11.07653 -10.70483 -20.90121 -0.548
H 11.18191 -10.77764 -23.09705 0.308
H 12.73253 -10.81953 -22.29972 0.299
H 12.35053 -12.89162 -23.27013 0.351
H 10.75598 -13.05891 -22.46975 0.319
H 13.32845 -13.02196 -20.92706 0.338
H 12.26913 -14.31865 -20.80485 0.451
H 11.68775 -9.88109 -20.53249 0.297
H 10.04059 -10.36588 -20.89433 0.386
C 10.11876 -4.44559 -5.95349 -0.710
C 11.05590 -5.16978 -4.98892 -0.464
C 12.41821 -4.92370 -5.46914 -0.681
S 12.43356 -4.21203 -7.24014 0.999
O 13.29298 -5.02845 -8.07995 -0.600
O 12.55174 -2.76816 -7.17799 -0.604
C 10.58949 -4.72913 -7.45752 -0.655
H 10.19785 -3.38215 -5.72779 0.342
H 9.13962 -4.79469 -5.62558 0.365
H 10.81953 -6.21838 -4.80817 0.372
H 11.02388 -4.59226 -4.06505 0.215
H 12.99989 -5.84462 -5.50964 0.318
H 13.09981 -4.30418 -4.88629 0.393
H 10.65884 -5.78493 -7.71938 0.306
H 9.98121 -4.29491 -8.25096 0.403

No. 2
16
Properties=species:S:1:pos:R:3:mulliken_spin:R:1 method="wB97M-V/def2-TZVPD" spin_multiplicity=2 s_squared=0.76 total_charge=+1 e_lumo_ha="-0.1624 / -0.3294"
C 0.56661 0.00999 -2.19397 0.000
C -0.82593 -0.48893 -1.87230 0.000
N -0.77822 -1.35515 -0.62725 0.016
H 0.97658 0.52498 -1.30823 0.001
H 0.48120 0.79134 -2.93439 0.000
H 1.24560 -0.79320 -2.48291 0.000
H -1.19127 -1.11948 -2.68236 0.002
H -1.54751 0.28622 -1.63366 0.000
H 0.15431 -1.77892 -0.63863 -0.001
H -1.37552 -2.16416 -0.76874 0.000
C 0.64474 0.73537 1.94713 -0.018
N -0.09421 -0.31380 1.75262 0.044
O 0.52495 1.80453 1.29155 0.899
H 1.53130 0.61608 2.59079 0.058
H -0.71666 -0.56254 0.90617 0.001
H -0.16132 -0.94892 2.53716 -0.001

No. 3
8
Properties=species:S:1:pos:R:3:mulliken_charge:R:1 method="wB97M-V/def2-TZVPD" total_charge=+1 e_lumo_ha=-0.1366
O 1.33870 1.83560 2.23441 -0.350
C 1.32803 0.71999 2.67465 0.177
H 2.00809 0.40777 3.48700 0.322
O -0.19811 -0.37754 0.21880 -0.616
C -0.27418 0.02999 1.39945 -0.276
O 0.81925 -0.53224 2.08981 -0.153
Cs -0.82634 2.03072 -3.10467 0.993
Li 0.99250 -1.94782 0.62353 0.904

No. 4
64
Properties=species:S:1:pos:R:3:mulliken_charge:R:1 method="wB97M-V/def2-TZVPD" e_lumo_ha=0.0054
Hf -0.34278 -0.20770 -0.09827 -0.958
C -5.33811 -1.49434 -1.81971 -0.921
N -4.25485 -0.56046 -2.05453 -0.054
C -2.98139 -0.90912 -2.13827 0.508
N -2.64635 -2.19357 -2.04353 -0.183
S -1.81167 0.33671 -2.40689 -0.480
H -6.27533 -0.94584 -1.82093 0.355
H -5.22488 -1.98297 -0.85015 0.173
H -5.37455 -2.24576 -2.61030 0.363
H -4.43423 0.42809 -2.08157 0.245
H -3.26863 -2.80674 -1.53466 0.327
H -1.66706 -2.38521 -1.88851 0.095
C 3.12048 -3.16162 3.49276 -0.466
C 3.40608 -1.80346 3.56955 -0.769
C 2.93682 -0.93357 2.60045 0.194
C 2.18224 -1.41400 1.52602 -0.743
C 1.89750 -2.77431 1.45489 0.177
C 2.36096 -3.63877 2.43845 -0.767
N 1.64883 -0.52826 0.56482 1.082
C 2.53577 0.28053 -0.15921 1.227
C 2.01044 1.22567 -1.05975 -0.464
C 2.81103 2.07582 -1.79944 -0.938
C 4.19553 1.98954 -1.69693 -0.770
C 4.73404 1.03419 -0.85208 -0.760
C 3.93150 0.19269 -0.09534 -0.583
H 3.48317 -3.83833 4.25543 0.386
H 3.98529 -1.41741 4.39903 0.376
H 3.13307 0.12795 2.67809 0.530
H 1.29181 -3.14842 0.64029 0.277
H 2.11988 -4.69216 2.36836 0.402
H 0.93659 1.38363 -1.21535 0.282
H 2.34501 2.80567 -2.44874 0.485
H 4.83011 2.65109 -2.27010 0.417
H 5.80943 0.93216 -0.76914 0.381
H 4.39495 -0.54072 0.54738 0.455
C -3.86365 -1.90609 1.75665 -1.039
O -2.95318 -1.44254 0.78796 -0.019
C -1.53767 -1.37814 1.10330 0.640
C -1.23443 -1.73299 2.53135 -1.021
H -4.86413 -1.79630 1.33256 0.233
H -3.84680 -1.33679 2.68768 0.318
H -3.70702 -2.96289 2.00441 0.377
H -1.39567 -2.77838 2.81829 0.308
H -1.82388 -1.10564 3.20827 0.381
H -0.18852 -1.51673 2.76322 0.187
Cl 0.65170 -2.15860 -2.03941 -0.033
C 1.33698 -1.42540 -3.53463 -0.293
Cl 3.08293 -1.35868 -3.47100 -0.124
H 0.92904 -0.42225 -3.58500 0.068
H 1.01079 -2.04851 -4.35796 0.465
F 0.27109 6.49595 -1.62553 -0.358
C -0.08023 5.35672 -0.97564 0.435
C 0.75157 4.85835 0.00786 -0.714
C 0.38024 3.69146 0.65580 -0.117
C -0.80142 3.00738 0.34647 0.374
C -1.11484 1.69882 0.98213 -1.724
C -1.60817 3.56108 -0.65161 -0.052
C -1.26016 4.72915 -1.31496 -0.778
H 1.67006 5.37376 0.25285 0.442
H 1.03641 3.28764 1.41910 0.301
H -2.19897 1.57266 1.08356 0.545
H -0.69840 1.68020 1.99558 0.512
H -2.53165 3.06146 -0.92053 0.364
H -1.89273 5.15431 -2.08289 0.441

The calculation returns the following energy relative to the best compared isomer or geometry (same formula, charge and spin) values, one per record and in order: 68.9; 50.0; 41.2; 17.7 kcal per mole.
The calculation returns the following E values, one per record and in order: -3313.4122; -304.7055; -329.9604; -2676.5341 Eh.